Model A:
{"formula": "C11H26N", "method": "ωB97M-V/def2-TZVPD", "species": ["C", "H", "H", "H", "C", "C", "H", "H", "H", "C", "C", "H", "C", "H", "C", "C", "H", "H", "H", "H", "N", "H", "H", "C", "C", "H", "H", "H", "C", "H", "H", "H", "H", "H", "H", "H", "H", "H"], "xyz": [[2.395, -1.314, -0.094], [3.254, -1.541, 0.533], [2.764, -1.026, -1.076], [1.882, -0.461, 0.351], [1.490, -2.543, -0.202], [2.333, -3.736, -0.654], [1.734, -4.642, -0.679], [3.164, -3.898, 0.027], [2.735, -3.560, -1.649], [0.318, -2.330, -1.177], [-1.007, -1.922, -0.527], [-1.782, -1.904, -1.295], [-1.003, -0.579, 0.212], [-0.212, -0.605, 0.962], [-0.797, 0.605, -0.734], [-2.086, 1.080, -1.382], [-1.905, 1.907, -2.066], [-2.823, 1.381, -0.643], [-2.512, 0.266, -1.960], [-0.095, 0.308, -1.519], [-0.124, 1.746, -0.012], [0.792, 1.404, 0.308], [0.047, 2.499, -0.688], [-0.841, 2.349, 1.174], [-1.350, 3.732, 0.801], [-1.909, 4.151, 1.633], [-2.014, 3.699, -0.058], [-0.522, 4.406, 0.588], [0.118, 2.401, 2.353], [-0.390, 2.815, 3.219], [0.973, 3.038, 2.137], [0.470, 1.408, 2.625], [-1.680, 1.694, 1.416], [-1.954, -0.478, 0.736], [-1.285, -2.692, 0.193], [0.126, -3.273, -1.691], [0.610, -1.616, -1.950], [1.087, -2.771, 0.791]], "smiles": "CC(C)CCC[C@@H](C)[NH2+]C(C)C", "homo_ev": -14.08, "lumo_energy_ev": -2.706, "charge": 1}


Model B:
{"formula": "C11H26N", "method": "ωB97M-V/def2-TZVPD", "species": ["C", "H", "H", "H", "C", "C", "H", "H", "H", "C", "C", "H", "C", "H", "C", "C", "H", "H", "H", "H", "N", "H", "H", "C", "C", "H", "H", "H", "C", "H", "H", "H", "H", "H", "H", "H", "H", "H"], "xyz": [[-3.466, -0.530, -1.168], [-3.324, 0.286, -1.964], [-3.363, -1.370, -1.841], [-4.394, -0.493, -0.725], [-2.301, -0.664, -0.450], [-2.428, -1.786, 0.683], [-3.390, -1.824, 1.364], [-1.569, -1.688, 1.218], [-2.385, -2.594, -0.041], [-2.318, 0.786, 0.479], [-1.170, 1.365, 1.340], [-1.539, 1.858, 2.074], [-0.028, 1.813, 0.473], [0.606, 2.589, 1.355], [0.838, 1.205, -0.508], [1.645, 2.127, -1.079], [1.123, 2.606, -1.794], [2.369, 1.563, -1.764], [2.388, 2.936, -0.625], [0.213, 0.641, -0.919], [1.685, 0.309, 0.335], [2.358, 0.988, 0.989], [1.159, 0.060, 1.259], [2.301, -0.803, -0.110], [1.414, -1.868, -0.481], [0.532, -1.778, -0.682], [1.282, -2.567, 0.781], [1.873, -2.702, -0.840], [3.614, -1.200, 0.496], [4.408, -0.355, 0.403], [4.182, -1.887, -0.172], [3.522, -1.470, 1.299], [2.566, -0.510, -1.300], [-0.581, 2.648, -0.002], [-0.719, 0.180, 1.737], [-3.174, 0.987, 1.197], [-2.515, 1.660, -0.378], [-1.416, -0.519, -0.638]], "homo_ev": -12.72, "lumo_energy_ev": -2.890, "charge": 1}


Calculated relative energies: model A 0.0000; model B 0.5125, given in hartree


Model A:
{"formula": "C4H10NS", "method": "ωB97M-V/def2-TZVPD", "species": ["C", "C", "C", "C", "N", "S", "H", "H", "H", "H", "H", "H", "H", "H", "H", "H"], "xyz": [[-1.228, 1.650, -0.834], [-0.059, 1.553, 0.225], [0.361, -2.122, 0.043], [0.846, -0.718, -0.181], [0.222, 0.247, 0.767], [-1.635, 2.218, 0.794], [-1.211, 2.473, -1.644], [-1.599, 0.712, -1.012], [0.789, 2.204, 0.096], [0.489, -2.295, 1.108], [-0.685, -2.335, -0.219], [1.038, -2.823, -0.417], [0.620, -0.461, -1.203], [1.790, -0.460, -0.016], [0.954, 0.311, 1.523], [-0.692, -0.154, 0.971]], "smiles": "CC[NH2+][C@H]1CS1", "homo_ev": -13.74, "lumo_energy_ev": -3.467, "charge": 1}


Model B:
{"formula": "C4H10NS", "method": "ωB97M-V/def2-TZVPD", "species": ["C", "C", "C", "C", "N", "S", "H", "H", "H", "H", "H", "H", "H", "H", "H", "H"], "xyz": [[0.172, 0.771, -1.013], [-0.013, -0.233, 0.030], [-0.683, 2.013, -0.933], [-0.468, -2.777, 0.828], [1.163, 0.602, 0.031], [0.335, -1.984, -0.586], [0.367, 0.527, -2.044], [-0.652, 0.104, 0.807], [-0.974, 2.227, 0.107], [-1.584, 1.789, -1.494], [-0.218, 2.917, -1.340], [-0.083, -3.860, 0.904], [-1.468, -2.970, 0.724], [-0.317, -2.281, 1.696], [1.884, 0.089, -0.354], [1.433, 1.351, 0.710]], "smiles": "CS[C@H]1[NH2+][C@@H]1C", "homo_ev": -13.53, "lumo_energy_ev": -3.231, "charge": 1}


Calculated relative energies: model A 0.0000; model B 0.0060, given in hartree


Model A:
{"formula": "CH4FN2", "method": "ωB97M-V/def2-TZVPD", "species": ["C", "N", "N", "F", "H", "H", "H", "H"], "xyz": [[-0.207, -0.388, 0.695], [1.362, -0.520, -0.096], [-1.314, -0.062, 0.137], [-0.339, -0.830, 1.924], [1.653, 0.418, -0.505], [2.019, -0.754, 0.679], [-1.256, 0.283, -0.804], [-2.187, -0.159, 0.827]], "smiles": "NC(=[NH2+])F", "homo_ev": -16.78, "lumo_energy_ev": -5.139, "charge": 1}


Model B:
{"formula": "CH4FN2", "method": "ωB97M-V/def2-TZVPD", "species": ["C", "N", "N", "F", "H", "H", "H", "H"], "xyz": [[-0.820, 0.695, 0.212], [-1.882, 0.249, 0.278], [0.335, 1.052, -0.014], [0.861, -1.546, -0.338], [-2.822, 0.155, -0.148], [1.102, -2.273, 0.120], [1.105, 1.066, 0.683], [0.562, 0.710, -1.090]], "homo_ev": -17.09, "lumo_energy_ev": -4.927, "charge": 1}


Calculated relative energies: model A 0.0150; model B 0.0000, given in hartree


Model A:
{"formula": "CH3Cl2OP", "method": "ωB97M-V/def2-TZVPD", "species": ["C", "O", "P", "Cl", "Cl", "H", "H", "H"], "xyz": [[0.365, -1.040, 0.269], [0.396, 1.237, -1.598], [-0.165, 0.841, -0.306], [0.364, 2.046, 1.182], [-2.121, 0.884, -0.328], [1.414, -1.317, 0.211], [-0.133, -1.298, 1.196], [-0.119, -1.353, -0.626]], "smiles": "CP(=O)(Cl)Cl", "homo_ev": -10.88, "lumo_energy_ev": 0.475}


Model B:
{"formula": "CH3Cl2OP", "method": "ωB97M-V/def2-TZVPD", "species": ["C", "O", "P", "Cl", "Cl", "H", "H", "H"], "xyz": [[-0.960, -0.121, 0.150], [1.051, 0.753, -1.707], [0.754, 0.404, -0.336], [1.752, -1.733, 0.215], [1.589, 1.513, 1.013], [-1.870, 0.630, -0.107], [-1.249, -0.965, -0.345], [-1.066, -0.481, 1.118]], "smiles": "CP(=O)(Cl)Cl", "homo_ev": -10.89, "lumo_energy_ev": -0.329}


Calculated relative energies: model A 0.0000; model B 0.0230, given in hartree